Molecular formula: C9H6CoN2O4
Method: DFT, ωB97M-V with the def2-TZVPD basis set

```
22
Properties=species:S:1:pos:R:3
Co 0.0745 0.1349 -2.1186
O -0.0490 2.9927 -1.6088
O 3.0308 0.0879 -2.2094
O -2.4668 0.1104 -4.6173
O -0.0249 -2.7331 -1.6970
N -1.8214 -0.8931 0.5812
N 0.2161 0.0862 0.3656
C -1.6842 0.1174 -3.7939
C 0.5421 0.0748 3.1584
C -0.6070 -0.4543 2.5729
C -0.2333 1.8825 -1.8674
C 1.8789 0.0843 -2.1874
C -0.2332 -1.6194 -1.8949
C -0.7188 -0.4112 1.1697
C 1.5116 0.6392 2.2977
C 1.3109 0.6448 0.8959
H 2.4594 1.0814 2.6560
H 2.0183 1.0879 0.1856
H -1.9348 -0.8042 -0.4130
H -2.5457 -1.2581 1.1817
H -1.4227 -0.9113 3.0907
H 0.6989 0.0602 4.2521
```

Values from the calculation:
gap between HOMO and LUMO (spin up / spin down)	9.4959 / 6.8993	eV
net charge	+2
energy relative to the best compared isomer or geometry (same formula, charge and spin)	0.00	kcal per mole
multiplicity	4

Molecular formula: C18H18N5O2S
Method: DFT, ωB97M-V with the def2-TZVPD basis set

```
44
Properties=species:S:1:pos:R:3
S 5.6279 1.8154 0.5578
O 0.7049 1.4959 0.6208
O 3.1662 -2.5421 0.4455
N -4.7122 0.5301 0.7060
N 2.9895 1.4784 0.5853
N -1.1286 -2.4759 -4.0769
N 3.3263 -1.9567 -3.5593
N 4.2050 -0.5068 0.4872
C -3.4145 0.0031 0.6197
C -1.6942 -1.4975 1.4435
C -0.1618 -1.8818 -3.7665
C 5.4490 -1.2547 0.4655
C 1.7425 0.8248 0.5610
C 0.9198 -1.1019 -3.3870
C -1.1995 0.0326 -0.3612
C 2.9817 2.9383 0.7093
C 0.6234 -1.4040 0.5692
C 3.0465 -1.3160 0.4740
C -2.9907 -1.0235 1.4971
C 4.2406 0.8795 0.5350
C -4.9574 1.7866 1.3899
C -0.7453 -0.9445 0.5508
C -2.4979 0.5024 -0.3266
C 2.2054 -1.6083 -3.4883
C 1.7516 -0.6382 0.4848
C -5.7350 0.1924 -0.2670
H 3.5380 3.3635 -0.1286
H 5.4830 -1.9400 1.3148
H -5.4682 -0.7376 -0.7826
H 3.4955 3.2152 1.6331
H 0.7837 -2.4721 0.7236
H -6.6907 0.0592 0.2591
H 5.5175 -1.8288 -0.4607
H -3.7166 -1.4152 2.2092
H -5.8626 0.9983 -1.0090
H 6.2448 -0.5154 0.5277
H 0.7752 -0.0449 -3.1513
H -2.8180 1.2747 -1.0254
H -0.5255 0.4123 -1.1196
H -1.3618 -2.2869 2.1186
H 1.9479 3.2670 0.7159
H -5.1023 2.6092 0.6700
H -5.8724 1.6914 1.9906
H -4.1108 2.0226 2.0452
```

Values from the calculation:
gap between HOMO and LUMO	4.5301	eV
net charge	-1

Molecular formula: C39H56BN6P2RhSe
Method: DFT, ωB97M-V with the def2-TZVPD basis set

```
106
Properties=species:S:1:pos:R:3
Rh -0.0864 0.3167 -0.2240
Se 1.9388 -0.3720 -3.1322
P -0.3990 2.5434 0.8254
P -0.3603 -1.9849 0.4094
N 1.4273 -1.0903 2.0176
N -0.7159 -1.2742 -2.0019
N -0.7886 1.3589 -2.3959
N 3.4222 0.4255 -3.5172
N 0.7731 1.0078 2.6478
N 2.0617 0.0786 -1.3773
C -1.3514 -4.2650 1.8372
C 2.3778 0.0908 5.8490
C -2.2265 -4.0312 -2.8975
C -1.1978 -2.1218 3.0815
C -2.7352 1.3660 1.5460
C 2.7953 -1.1856 5.4694
C -1.4561 0.5281 -3.2789
C 0.1753 2.3130 2.6009
C 0.8475 -4.6323 -1.1583
C 2.5444 -1.6886 4.2070
C -1.9038 -3.3905 -1.5573
C 1.4530 0.4285 3.6988
C -0.6082 -2.5907 -1.4543
C -2.3519 -3.0797 -4.0126
C 1.8981 3.8047 0.0579
C 1.8616 -0.8795 3.3088
C 0.8477 -3.5038 -3.3922
C 1.7052 0.9170 4.9698
C -2.7597 3.8546 1.8490
C -2.1462 1.1270 -4.3401
C -2.2851 2.7082 0.9673
C 5.6612 2.0801 -1.1817
C 0.6950 -3.3037 -1.8820
C -2.7239 -1.0379 -5.1453
C -2.7600 0.3405 -5.2857
C 4.9719 1.8033 0.0176
C -1.5446 -2.7526 1.7296
C -2.1571 -1.7023 -4.0334
C 5.1850 1.6524 -2.3889
C -0.1862 4.8626 -0.8075
C -2.9079 2.8314 -0.4233
C 3.9719 0.9346 -2.4230
C -3.0025 -2.4238 1.4163
C 0.4601 4.1944 0.4027
C 0.4585 5.1784 1.5761
C 3.7708 1.1450 0.0209
C 3.2261 0.7190 -1.2012
C 1.3215 -2.2927 1.2378
C -1.4428 -0.8852 -3.0579
B 0.7524 0.0832 1.5897
H -0.6656 2.3790 3.3010
H 1.3778 1.9021 5.2656
H -0.3112 4.1654 -1.6338
H 1.8161 -5.0647 -1.3889
H 3.3224 -1.7960 6.1825
H -1.5365 -4.8399 -3.1531
H 1.2393 4.9546 2.2977
H -1.8027 -4.8042 1.0099
H 2.5724 0.4340 6.8506
H 2.3669 3.2582 0.8740
H 0.4386 -2.6663 -3.9554
H -0.7866 2.3267 -2.7002
H -3.8352 3.7629 1.9884
H -1.1475 5.3019 -0.5543
H -2.3147 0.5532 0.9339
H 5.7046 1.8280 -3.3178
H -0.2514 -2.4804 3.4762
H 1.5021 -2.6258 -1.5700
H -2.7220 -2.6987 -1.3343
H 1.9344 3.1818 -0.8357
H 2.1132 -2.3436 0.4839
H -2.5759 4.8183 1.3835
H -3.2564 0.7857 -6.1312
H 2.8662 -2.6829 3.9427
H 5.4118 2.1198 0.9506
H -1.8448 -4.6037 2.7469
H -3.3609 -2.9130 0.5189
H -2.4232 1.2302 2.5780
H -2.3010 3.8379 2.8344
H -2.1516 2.2014 -4.4218
H -2.7749 -3.5089 -4.9091
H 0.1434 1.0277 -2.1118
H -0.3046 -4.5512 1.9102
H -1.1700 -1.0354 3.0259
H -3.8195 1.2942 1.5128
H 1.9078 -3.5898 -3.6222
H -2.6515 1.9704 -1.0374
H -3.2043 -4.5253 -2.7917
H 0.3655 -4.4158 -3.7279
H 0.4578 5.6697 -1.1540
H -1.9700 -2.3977 3.7983
H 3.2442 0.9242 0.9376
H -3.1546 -1.3521 1.3231
H -2.6098 3.7386 -0.9363
H 0.9064 3.0769 2.8769
H 0.6615 6.1773 1.1949
H -3.1980 -1.6450 -5.8985
H 6.5867 2.6313 -1.1362
H -3.9909 2.8566 -0.3264
H 2.4913 4.6969 -0.1298
H 0.0880 -5.3363 -1.4832
H -1.8870 -4.1779 -0.8083
H -0.4969 5.2127 2.0899
H 0.7614 -4.5020 -0.0828
H 1.3507 -3.1883 1.8625
H -3.6224 -2.7782 2.2366
```

Values from the calculation:
gap between HOMO and LUMO (spin up / spin down)	5.7193 / 5.2395	eV
net charge	+2
multiplicity	5

Molecular formula: C34H31N2OS2Tc
Method: DFT, ωB97M-V with the def2-TZVPD basis set

```
71
Properties=species:S:1:pos:R:3
Tc -0.5514 -0.0430 -0.4995
S -2.6592 3.5451 -1.9932
S 2.0608 0.5530 0.5430
O 1.2726 -0.7068 -0.0010
N 0.1269 -3.2139 2.5984
N -1.7371 1.5634 -0.6556
C 2.0513 2.0638 -3.2161
C -1.9765 3.5836 2.4456
C -1.8809 0.9619 -2.9220
C 2.0747 1.6352 -0.8713
C -2.6993 4.8621 0.5180
C 3.7055 -0.0857 0.7429
C -2.0740 1.9543 -1.8934
C -1.2826 -0.2229 -2.4340
C 6.2087 -1.1202 1.1654
C -2.8059 -3.4159 1.3228
C -1.5055 -1.1784 -4.6270
C -4.3678 -1.7648 0.5857
C 5.6348 -0.2992 2.1282
C -4.1173 -2.9868 1.1855
C -0.4281 -4.3332 3.4136
C -2.4286 3.7509 -0.2679
C -2.2684 1.0744 -4.2505
C 2.0940 2.9984 -0.5864
C 2.0403 1.1478 -2.1749
C 2.1194 3.8960 -1.6408
C -3.3116 -1.0017 0.1221
C 4.3650 0.2204 1.9272
C -0.0930 -1.9179 3.2878
C -1.9735 -1.3861 0.2928
C -2.4626 4.7646 1.8778
C 4.2644 -0.8993 -0.2348
C -2.0743 -0.0040 -5.1039
C 5.5281 -1.4180 -0.0116
C -0.3513 -3.2239 1.1510
C -1.7248 -2.6280 0.9320
C -1.1088 -1.2910 -3.2954
C -1.7101 2.4770 1.6620
C 2.1042 3.4277 -2.9512
C -1.9307 2.5691 0.2901
H -2.6713 5.6123 2.5158
H 2.0243 0.0848 -2.3849
H -0.6855 -2.2246 -2.9420
H 2.1515 4.9589 -1.4427
H -3.5429 -0.0860 -0.4059
H -1.3748 1.5406 2.0981
H 7.1961 -1.5299 1.3321
H -5.3832 -1.4199 0.4449
H 0.3096 -1.1079 2.6860
H -1.4980 -4.1964 3.5387
H 6.1721 -0.0623 3.0362
H 3.9124 0.8622 2.6741
H 3.7330 -1.1265 -1.1501
H -1.8271 3.5301 3.5152
H -0.3542 -4.2695 0.8471
H 0.4012 -1.9292 4.2570
H -1.1593 -1.7670 3.4376
H -3.0877 5.7743 0.0850
H 5.9826 -2.0491 -0.7633
H -2.3881 0.0619 -6.1367
H -2.6266 -4.4087 1.7163
H -0.2313 -5.2839 2.9229
H -4.9321 -3.6151 1.5192
H 0.3965 -2.7051 0.5659
H 2.0404 1.7134 -4.2397
H 1.1355 -3.3694 2.5530
H 0.0449 -4.3422 4.3934
H -2.7281 1.9867 -4.6120
H -1.3825 -2.0238 -5.2909
H 2.1444 4.1330 -3.7707
H 2.1009 3.3507 0.4390
```

Values from the calculation:
gap between HOMO and LUMO (spin up / spin down)	5.0533 / 6.5510	eV
net charge	+3
multiplicity	2

Molecular formula: C5H4
Method: DFT, ωB97M-V with the def2-TZVPD basis set

```
9
Properties=species:S:1:pos:R:3
C -0.6666 0.0034 2.3118
C -1.8142 0.2073 2.6259
C 0.5535 -0.5495 2.2293
C 0.9359 -0.4117 -0.0075
C 0.8806 0.3802 -1.1192
H 0.9363 -1.5100 -0.1848
H 1.1557 -0.1949 -1.9342
H 0.8886 1.4882 -1.2467
H -2.7077 0.1647 3.1525
```

Values from the calculation:
gap between HOMO and LUMO	6.9713	eV
energy relative to the best compared isomer or geometry (same formula, charge and spin)	138.02	kcal per mole

Molecular formula: C36H28Cl5N5OS4Ti
Method: DFT, ωB97M-V with the def2-TZVPD basis set

```
80
Properties=species:S:1:pos:R:3
Ti 0.5369 0.7916 -0.6807
Cl 1.8109 3.7433 -1.7518
Cl -3.2682 4.0737 1.8010
Cl -2.1618 6.6694 0.4489
Cl 0.3758 6.5033 -1.3595
Cl -1.7889 1.3270 1.2707
S -2.0423 -1.5968 2.8426
S 1.2454 -3.8277 0.4044
S 1.2375 -0.9359 1.0376
S 1.9944 -0.0786 -2.3531
O -0.4181 1.4584 -2.0397
N -0.7868 -0.8330 5.1560
N -0.3057 -2.0824 -0.7951
N -2.7190 0.0860 4.8378
N -0.7783 -0.8012 -0.9914
N 2.5166 1.4268 0.2253
C -2.8773 -1.9474 -1.4475
C -1.1533 2.8291 0.6707
C -4.4875 1.9345 -2.3755
C -2.2507 0.5550 6.0500
C -1.7234 1.6072 -2.1616
C -0.6051 -6.0440 -1.6332
C -1.3338 5.1766 0.2590
C 0.0308 2.7248 -0.0412
C 1.4090 -4.5822 -1.2683
C -2.1463 -5.6268 -3.4304
C 3.4853 0.6614 -1.8589
C -1.7443 -6.3900 -2.3438
C -3.9688 0.7489 -1.8988
C 2.6953 1.9140 1.4485
C -1.4002 -4.5177 -3.8025
C -0.1875 5.1060 -0.5332
C 5.8184 1.1320 -2.3375
C -1.0525 -0.0194 6.2463
C 0.4710 3.8897 -0.6683
C -2.0217 -0.7199 -1.3759
C 3.9726 2.2641 1.9335
C -2.2600 2.7944 -2.6680
C -3.6262 2.9539 -2.7721
C 5.0630 2.1831 1.1267
C 4.5712 0.6221 -2.7127
C 3.6164 1.2747 -0.5844
C 4.9106 1.6997 -0.1861
C -1.8285 -0.7794 4.2745
C 5.9970 1.6341 -1.0793
C 0.6120 -2.2220 0.0858
C -1.8335 4.0242 0.8582
C -0.2644 -4.1703 -3.0871
C 0.3942 -1.6449 4.9932
C -2.5893 0.5573 -1.7842
C 0.1455 -4.9307 -1.9963
C 1.5489 2.1091 2.3977
H -3.5911 0.3149 4.3979
H 6.9637 1.9840 -0.7400
H -5.5584 2.0669 -2.4471
H 1.1428 3.1148 2.2818
H -1.7060 -3.9175 -4.6505
H -3.0362 -5.8960 -3.9847
H 0.3095 -3.2983 -3.3760
H -3.4496 -2.0386 -0.5198
H -2.8046 1.2423 6.6624
H 1.9903 -5.4761 -1.0426
H -0.3681 0.0681 7.0709
H 6.6402 1.1025 -3.0408
H 1.2784 -1.0731 5.2741
H -2.3189 -7.2596 -2.0515
H -4.0297 3.8825 -3.1545
H 0.7523 1.3901 2.2266
H -1.5769 3.5850 -2.9534
H 4.4340 0.1665 -3.6843
H 0.3369 -2.5427 5.6115
H -2.2451 -2.8252 -1.5326
H -0.2946 -6.6449 -0.7861
H 2.0170 -3.8898 -1.8479
H 4.0605 2.6199 2.9505
H -4.6411 -0.0365 -1.5798
H 6.0481 2.4656 1.4770
H 0.4780 -1.9305 3.9521
H 1.9000 2.0011 3.4236
H -3.5665 -1.9003 -2.2874
```

Values from the calculation:
gap between HOMO and LUMO	6.7699	eV
energy relative to the best compared isomer or geometry (same formula, charge and spin)	12.65	kcal per mole

Molecular formula: H26O13
Method: DFT, ωB97M-V with the def2-TZVPD basis set

```
39
Properties=species:S:1:pos:R:3
O -15.7387 3.9671 -10.5960
O -16.1553 0.9313 -15.2097
O -16.1874 -2.6081 -14.3678
O -20.6772 -0.2613 -10.9814
O -17.7388 0.9658 -12.3245
O -18.6305 0.7631 -16.2730
O -18.1024 -0.9910 -9.9653
O -20.5221 2.5623 -11.4418
O -14.9637 -0.3062 -12.1533
O -17.0127 1.4831 -9.4751
O -18.0219 4.4130 -12.4775
O -19.4762 -0.9123 -13.9839
O -15.3884 3.1553 -13.1844
H -18.8465 0.5815 -17.1959
H -20.8371 -1.1528 -11.3015
H -15.7118 4.9070 -10.7997
H -20.5782 1.5891 -11.4746
H -15.5077 3.5265 -11.4395
H -19.8028 -0.3108 -10.5309
H -17.0252 0.6438 -15.5841
H -17.7998 -0.2000 -9.4789
H -17.8660 -0.8005 -10.8846
H -14.6403 3.5792 -13.6218
H -15.5403 0.8977 -15.9500
H -20.5703 2.8518 -12.3590
H -16.8322 1.1685 -12.5855
H -20.2569 -0.3479 -14.0743
H -14.5810 -0.2907 -13.0398
H -18.0357 0.3141 -12.9771
H -18.0795 3.4845 -12.2156
H -16.5048 -3.0669 -13.5821
H -17.0026 2.0085 -10.2825
H -15.6375 2.4282 -13.7751
H -16.6101 -1.7411 -14.3315
H -19.6167 -1.3877 -13.1585
H -17.0850 4.5989 -12.5042
H -19.0496 0.0457 -15.7752
H -16.6844 2.0808 -8.7949
H -14.3903 0.2641 -11.6268
```

Values from the calculation:
gap between HOMO and LUMO	10.1281	eV
energy relative to the best compared isomer or geometry (same formula, charge and spin)	33.60	kcal per mole

Molecular formula: ClH3NO2P
Method: DFT, ωB97M-V with the def2-TZVPD basis set

```
8
Properties=species:S:1:pos:R:3
Cl -2.4287 -0.1040 0.2081
P -0.4859 -0.0905 -0.0529
O -0.2805 0.2504 -1.6996
O 0.1483 1.4210 0.6723
N 0.3644 -1.1620 0.6293
H 0.3613 1.0815 1.5470
H 0.4012 -2.0360 0.1921
H -0.0169 1.1259 -2.0109
```

Values from the calculation:
gap between HOMO and LUMO	10.4056	eV
energy relative to the best compared isomer or geometry (same formula, charge and spin)	13.27	kcal per mole

| no. | energy (Ha) |
| --- | --- |
| 1 | -2139.12586 |
| 2 | -1519.19289 |
| 3 | -5067.27070 |
| 4 | -2375.10204 |
| 5 | -192.57419 |
| 6 | -6480.98344 |
| 7 | -993.71968 |
| 8 | -1008.63189 |